{"formula": "C4H6S2", "method": "ωB97M-V with the def2-TZVPD basis set", "elements": ["C", "C", "C", "S", "C", "S", "H", "H", "H", "H", "H", "H"], "xyz": [[1.3570, 0.4879, 0.0874], [-0.1528, 0.3928, -0.2840], [-0.7099, -0.8548, -0.1133], [-2.2549, -1.4644, -0.4184], [-3.6001, -0.3971, -0.0956], [-3.8132, 1.0077, 0.6046], [1.5345, 1.0193, 1.1063], [2.0286, 0.9129, -0.6567], [1.6988, -0.6236, 0.2212], [-0.7558, 1.2405, -0.3879], [-0.0765, -1.6500, 0.2698], [-4.4401, -1.0451, -0.3957]], "atomic_forces_ev_per_a": [[-0.285, -1.551, 1.616], [1.330, -3.310, 1.751], [1.911, 2.846, 0.071], [-1.742, -0.504, -0.447], [0.266, -1.713, -0.278], [0.196, 1.031, 0.267], [-0.388, -0.767, -1.787], [-0.329, 0.262, -0.096], [-0.386, 2.105, -0.112], [-0.701, 1.195, -0.679], [0.095, -0.023, -0.325], [0.034, 0.428, 0.020]], "homo_energy_ev": -8.680, "gap_ev": 8.404, "smiles": "C/C=C/SC=S", "total_charge": 0, "e_above_lowest_kcal_mol": 33.97}